{
  "formula": "C14H21N5O2",
  "method": "ωB97M-V with the def2-TZVPD basis set",
  "symbols": ["C", "C", "C", "N", "C", "N", "C", "C", "C", "O", "N", "C", "O", "N", "C", "H", "H", "H", "H", "N", "C", "C", "C", "C", "C", "H", "H", "H", "H", "H", "H", "H", "H", "H", "H", "H", "H", "H", "H", "H", "H", "H"],
  "xyz": [[1.25102, 4.67061, -1.65351], [0.48559, 3.65723, -2.00856], [-0.62651, 3.10564, -1.16910], [-0.48818, 1.66992, -1.02756], [-0.89607, 1.04583, 0.09799], [-1.22869, 1.67896, 1.21829], [-1.50539, 0.69363, 2.09949], [-1.34827, -0.55585, 1.51961], [-1.59830, -1.76332, 2.22716], [-1.51643, -2.91336, 1.83677], [-1.98720, -1.47149, 3.53956], [-2.15620, -0.25312, 4.16657], [-2.51005, -0.17967, 5.32275], [-1.89816, 0.85765, 3.39279], [-2.04630, 2.18419, 3.94668], [-2.37649, 2.07723, 4.97797], [-1.09174, 2.70861, 3.90650], [-2.78084, 2.74405, 3.36820], [-2.18740, -2.27397, 4.12572], [-0.96072, -0.30530, 0.20884], [-0.59311, -1.30686, -0.75807], [0.92635, -1.43122, -0.89701], [1.30414, -2.46503, -1.95368], [2.81765, -2.60539, -2.09821], [3.18997, -3.63558, -3.15714], [4.27034, -3.72219, -3.24308], [2.79050, -3.34857, -4.12758], [2.78682, -4.61148, -2.89675], [3.24727, -1.63701, -2.36587], [3.24356, -2.90209, -1.13775], [0.87614, -2.17581, -2.91726], [0.87636, -3.43079, -1.67788], [1.34046, -1.72778, 0.06837], [1.35295, -0.45917, -1.15838], [-1.00939, -2.25409, -0.40818], [-1.04583, -1.06050, -1.72601], [-0.48652, 1.12795, -1.87812], [-1.59252, 3.35603, -1.63520], [-0.60964, 3.52586, -0.16341], [0.62813, 3.16781, -2.96389], [2.02935, 5.04907, -2.29365], [1.12339, 5.16937, -0.70743]],
  "forces_ev_per_a": [[0.1, 0.1, -0.1], [-0.2, -0.1, 0.1], [-0.1, 0.3, 0.0], [0.1, -0.2, -0.4], [-0.1, -0.6, 0.3], [-0.1, 0.4, 0.2], [0.3, -1.0, -0.9], [-0.2, 0.6, 0.6], [0.0, 0.3, -0.1], [0.0, -0.3, -0.1], [-0.1, -0.4, 0.2], [0.0, 0.0, 0.0], [-0.1, 0.0, 0.3], [0.0, 0.0, 0.0], [-0.1, 0.3, 0.2], [0.0, 0.0, -0.1], [0.0, 0.0, 0.0], [0.0, 0.0, 0.0], [0.0, 0.2, -0.1], [-0.2, 0.5, 0.1], [0.4, -0.2, -0.3], [-0.3, -0.2, -0.2], [0.3, 0.3, 0.3], [-0.2, -0.2, -0.2], [0.1, 0.2, 0.2], [0.1, -0.1, -0.1], [0.0, 0.0, -0.1], [0.0, -0.1, 0.0], [0.0, 0.0, 0.1], [0.0, 0.1, 0.1], [-0.1, 0.0, -0.1], [-0.1, -0.1, -0.1], [0.0, 0.1, 0.1], [0.0, 0.0, 0.0], [0.0, 0.1, -0.1], [0.0, -0.1, 0.1], [0.0, 0.0, 0.1], [0.1, 0.0, 0.2], [0.0, 0.1, -0.1], [0.1, 0.0, -0.2], [0.1, 0.0, -0.2], [-0.1, 0.1, 0.2]],
  "e_homo_ev": -7.75,
  "orbital_gap_ev": 8.293,
  "charge": 0,
  "relative_energy_kcal_mol": 1.3,
  "spin_multiplicity": 1,
  "fmax_ha_per_bohr": 0.027,
  "smiles": "C=CCNc1nc2c(c(=O)[nH]c(=O)n2C)n1CCCCC"
}



{
  "formula": "C9H9NO",
  "method": "ωB97M-V with the def2-TZVPD basis set",
  "symbols": ["C", "C", "C", "C", "C", "C", "C", "C", "C", "H", "H", "H", "H", "H", "H", "H", "H", "H", "N", "O"],
  "xyz": [[-1.25512, -0.69583, -1.14712], [-2.12063, 0.98648, 0.37794], [-0.67045, 1.49637, 0.77698], [0.38683, 0.43355, 0.27829], [1.62041, 0.50468, 0.88483], [2.59924, -0.42906, 0.43484], [2.27648, -1.52693, -0.29390], [0.97290, -1.70437, -0.69737], [0.05831, -0.68817, -0.47259], [-3.15963, 0.12002, -1.15450], [-2.48103, 0.32888, 1.22559], [-2.80093, 1.86473, 0.35464], [-0.60135, 1.79076, 1.80386], [-0.51849, 2.49205, 0.24127], [1.95644, 1.35096, 1.46011], [3.73679, -0.32576, 0.63702], [3.08669, -2.32660, -0.47014], [0.65716, -2.56938, -1.34187], [-2.14442, 0.40895, -0.94700], [-1.59918, -1.51135, -1.95089]],
  "forces_ev_per_a": [[-1.7, 1.3, -0.3], [0.5, 1.5, 1.9], [-0.7, -0.1, -3.5], [-1.1, 1.4, 2.9], [2.2, -0.9, -1.9], [2.1, 1.6, 1.6], [1.1, -2.4, -0.3], [-0.7, -0.9, -1.5], [-0.5, 0.6, -0.2], [2.4, 0.4, -0.1], [0.2, 0.2, -1.0], [0.4, -0.5, 0.2], [0.2, -0.6, 0.8], [0.0, -1.3, 0.3], [-0.2, 0.1, 0.3], [-2.2, 0.2, 0.2], [-1.5, 1.4, 0.0], [0.3, 1.0, 0.9], [-1.0, -1.4, 0.8], [0.1, -1.5, -0.8]],
  "e_homo_ev": -9.45,
  "orbital_gap_ev": 9.957,
  "charge": 0,
  "relative_energy_kcal_mol": 20.8,
  "spin_multiplicity": 1,
  "fmax_ha_per_bohr": 0.070,
  "smiles": "O=C1NCCc2ccccc21"
}



{
  "formula": "C3H8BrNO",
  "method": "ωB97M-V with the def2-TZVPD basis set",
  "symbols": ["Br", "C", "C", "O", "N", "H", "H", "C", "H", "H", "H", "H", "H", "H"],
  "xyz": [[15.81885, -16.80358, 6.05357], [14.68651, -14.19735, 6.08509], [14.62537, -14.30204, 7.59782], [14.32963, -13.34871, 8.32513], [15.26184, -15.59772, 8.22415], [14.62389, -16.37900, 8.27614], [16.06685, -15.97796, 7.74720], [15.60083, -15.41180, 9.61062], [14.01775, -13.43667, 5.68233], [14.33980, -15.07894, 5.54592], [15.66321, -13.88531, 5.71526], [16.45146, -14.74847, 9.76723], [15.94510, -16.37641, 9.98358], [14.75323, -15.22344, 10.26955]],
  "forces_ev_per_a": [[1.4, -2.9, -2.4], [-1.6, 0.5, -0.5], [0.4, 3.1, 0.3], [0.8, -3.9, -1.6], [-2.5, 3.0, 3.5], [-0.5, -0.2, -1.1], [0.8, -0.2, -1.6], [0.8, -0.4, 2.4], [-0.2, 0.6, 0.9], [0.5, 0.1, 0.4], [0.2, -0.5, 0.4], [-0.5, 0.4, -0.1], [0.2, -0.2, -0.2], [0.0, 0.7, -0.4]],
  "e_homo_ev": -8.23,
  "orbital_gap_ev": 8.125,
  "charge": 0,
  "relative_energy_kcal_mol": 33.9,
  "spin_multiplicity": 1,
  "fmax_ha_per_bohr": 0.101
}